No. 1
# C28H40AuBF2N6S3

A molecular structure, C28H40AuBF2N6S3 (ωB97M-V with the def2-TZVPD basis set, OMol25).

Each line ends with the Mulliken charge.
Positions of all 81 atoms, in Å:
1 Au -0.2149 0.3727 -3.9513  -0.414
2 C 0.5628 5.3786 -2.5125  -2.126
3 C 0.5546 4.1510 -1.6622  0.485
4 C 0.8991 4.1626 -0.3454  -0.325
5 C 0.8673 2.9767 0.4374  -0.364
6 N 0.5223 1.8451 -0.1110  -0.441
7 N 0.2066 1.8220 -1.4210  0.629
8 B -0.1179 0.3491 -1.6711  0.822
9 N 1.0728 -0.5948 -1.5074  0.859
10 N 0.9585 -1.5168 -0.5438  -0.652
11 C 1.9991 -2.2611 -0.2655  -0.326
12 C 3.2360 -2.0547 -0.9249  -0.376
13 C 3.3505 -1.1458 -1.9359  0.538
14 C 4.6087 -0.9338 -2.7142  -1.993
15 C 2.1704 -0.4485 -2.2765  0.840
16 S 2.1094 0.5276 -3.7007  -0.372
17 C 1.8170 -3.3002 0.8306  2.151
18 C 1.9148 -2.5610 2.1746  -1.196
19 C 0.4461 -3.9677 0.6683  -1.445
20 C 2.9021 -4.3777 0.7689  -2.221
21 N -1.5223 -0.0988 -1.2400  0.621
22 N -1.5821 -0.3710 0.0842  -0.162
23 C -2.7440 -0.6458 0.6083  -0.070
24 C -3.9182 -0.6689 -0.1905  -0.639
25 C -3.8733 -0.3844 -1.5178  0.346
26 C -5.0846 -0.3849 -2.3941  -2.159
27 C -2.5921 -0.0752 -2.0521  0.875
28 S -2.5276 0.3710 -3.7199  -0.355
29 C -2.8470 -0.8941 2.1023  2.311
30 C -1.4718 -0.9924 2.7513  -1.623
31 C -3.6021 -2.2104 2.3475  -1.801
32 C -3.6281 0.2819 2.7113  -1.658
33 C 0.1971 2.8899 -2.2337  1.056
34 S -0.2086 2.7974 -3.8901  -0.344
35 C 1.1630 2.9425 1.9289  2.360
36 C 1.9328 1.6587 2.2619  -1.449
37 C 1.9799 4.1577 2.3700  -2.171
38 C -0.1914 2.9493 2.6550  -1.492
39 H 0.8377 6.2507 -1.9245  0.363
40 H -0.4206 5.5493 -2.9540  0.439
41 H 1.2727 5.2708 -3.3349  0.439
42 H 1.2001 5.0930 0.1147  0.408
43 H 4.0933 -2.6518 -0.6477  0.410
44 H 5.4221 -1.5200 -2.2941  0.422
45 H 4.9006 0.1178 -2.7093  0.409
46 H 4.4662 -1.2296 -3.7557  0.449
47 H 1.2088 -1.7327 2.2217  -0.070
48 H 2.9208 -2.1654 2.3303  0.373
49 H 1.6971 -3.2510 2.9905  0.442
50 H -0.3583 -3.2336 0.6453  0.106
51 H 0.2745 -4.6498 1.5011  0.448
52 H 0.4052 -4.5474 -0.2558  0.419
53 H 3.8950 -3.9861 0.9952  0.429
54 H 2.9285 -4.8760 -0.2025  0.462
55 H 2.6853 -5.1369 1.5197  0.443
56 H -4.8655 -0.9128 0.2705  0.455
57 H -5.9697 -0.6421 -1.8175  0.397
58 H -4.9717 -1.1062 -3.2054  0.448
59 H -5.2431 0.5964 -2.8457  0.468
60 H -0.9416 -1.8783 2.4055  0.232
61 H -1.5949 -1.0735 3.8314  0.688
62 H -0.8524 -0.1211 2.5402  0.022
63 H -3.1088 -3.0488 1.8520  0.344
64 H -4.6402 -2.1736 2.0165  0.389
65 H -3.6165 -2.4158 3.4177  0.486
66 H -3.0965 1.2245 2.5672  0.269
67 H -3.7462 0.1201 3.7827  0.504
68 H -4.6269 0.3819 2.2827  0.376
69 H 2.8902 1.6278 1.7373  0.383
70 H 1.3577 0.7724 1.9934  0.043
71 H 2.1354 1.6257 3.3324  0.471
72 H 2.9332 4.2255 1.8416  0.458
73 H 2.2009 4.0657 3.4328  0.424
74 H 1.4356 5.0941 2.2395  0.450
75 H -0.8052 2.1066 2.3348  0.086
76 H -0.7413 3.8718 2.4571  0.418
77 H -0.0325 2.8778 3.7311  0.444
78 F -1.1050 -2.3036 -3.2587  -0.199
79 C -0.2286 -1.7302 -4.1049  -0.380
80 F 0.9729 -2.2853 -3.8534  -0.191
81 H -0.5130 -1.9462 -5.1396  0.410

Summary:
Net charge: +2
E_LUMO, eV: -7.28
DFT total energy, hartree: -2973.858641

***

No. 2
# C28H41GeIN8OTeW

A molecular structure, C28H41GeIN8OTeW (ωB97M-V with the def2-TZVPD basis set, OMol25).

Each line ends with the Mulliken charge.
Positions of all 82 atoms, in Å:
1 W -0.3112 -0.1352 0.0830  -0.110
2 C 4.6296 -0.1321 0.2055  -1.112
3 N 3.9187 1.1210 0.4324  0.360
4 C 4.7318 2.2954 0.7509  -1.290
5 C 2.5798 1.1531 0.4051  -0.685
6 N 1.8317 0.0782 0.4488  0.715
7 N 1.9965 2.3999 0.3028  0.181
8 C 0.7654 2.7060 0.8562  -0.430
9 N 0.5541 3.9999 1.1313  -0.281
10 N -0.0618 1.7599 1.1083  0.583
11 H 5.6056 0.0953 -0.2159  0.460
12 H 4.0913 -0.7522 -0.5117  0.307
13 H 4.7706 -0.6879 1.1363  0.295
14 H 5.6377 1.9609 1.2500  0.467
15 H 4.2056 2.9557 1.4369  0.430
16 H 5.0207 2.8431 -0.1492  0.334
17 H 2.3851 -0.7208 0.7241  -0.454
18 H 2.5584 3.1525 -0.0598  0.433
19 H 1.2846 4.6887 1.1074  0.197
20 H -0.3916 4.3057 1.2989  0.270
21 H -0.8734 2.0835 1.6253  0.246
22 C -3.8677 -1.7445 -2.2488  -0.743
23 C -3.4595 -2.9893 -2.6946  -0.987
24 C -2.2064 -3.4328 -2.3345  -0.756
25 C -1.3919 -2.6204 -1.5564  0.842
26 N -1.7677 -1.3936 -1.1518  0.581
27 C -3.0041 -0.9830 -1.4897  -0.831
28 C -0.1283 -3.0868 -1.0072  0.416
29 C 0.4252 -4.3269 -1.3098  -0.737
30 C 1.5316 -4.7747 -0.6225  -1.136
31 C 2.0287 -3.9871 0.4029  -1.209
32 C 1.4465 -2.7600 0.6357  0.463
33 N 0.4241 -2.2634 -0.0929  0.726
34 H -4.8497 -1.3535 -2.4734  0.498
35 H -4.1098 -3.6118 -3.2938  0.518
36 H -1.8674 -4.4101 -2.6410  0.416
37 H -3.2967 -0.0094 -1.1342  0.640
38 H -0.0175 -4.9388 -2.0809  0.527
39 H 1.9682 -5.7370 -0.8516  0.501
40 H 2.8434 -4.3180 1.0313  0.554
41 H 1.7700 -2.1639 1.4748  -0.157
42 C 2.5393 -0.4383 3.6707  -1.256
43 Ge 0.5975 -0.1699 3.8215  0.992
44 C -0.0930 -1.3146 5.2357  -1.345
45 C 0.2566 1.7004 4.2587  -1.213
46 C -0.2581 -0.8228 2.1508  -0.985
47 H 2.9781 -0.3487 4.6654  0.561
48 H 3.0094 0.3133 3.0346  0.226
49 H 2.8007 -1.4345 3.3046  0.353
50 H 0.4079 -1.0932 6.1783  0.406
51 H 0.0698 -2.3674 5.0028  0.402
52 H -1.1622 -1.1557 5.3767  0.404
53 H 0.5091 1.8519 5.3090  0.483
54 H -0.7972 1.9556 4.1375  0.328
55 H 0.8618 2.3861 3.6672  0.300
56 H -0.2667 -1.9119 2.2353  1.045
57 C 1.7230 -1.4194 -3.2110  -1.080
58 Te 0.9895 0.4144 -2.4034  0.262
59 C -0.5553 0.2537 -3.8574  -0.845
60 C -0.4699 -1.1501 -4.4054  0.430
61 C -1.4761 -1.6417 -5.2314  -0.696
62 C -1.4057 -2.9308 -5.7320  -0.748
63 C -0.3223 -3.7386 -5.4138  -0.769
64 C 0.6868 -3.2500 -4.5995  -0.660
65 C 0.6184 -1.9559 -4.0894  0.454
66 H 1.9860 -2.1125 -2.4123  0.269
67 H 2.6307 -1.2024 -3.7734  0.773
68 H -0.3995 1.0065 -4.6305  0.728
69 H -1.5055 0.4527 -3.3614  0.498
70 H -2.3164 -1.0071 -5.4872  0.492
71 H -2.1891 -3.3054 -6.3776  0.493
72 H -0.2570 -4.7404 -5.8178  0.463
73 H 1.5466 -3.8701 -4.3724  0.522
74 N -0.9488 3.1107 -1.7586  -0.294
75 C -1.7981 2.4374 -0.8591  0.159
76 O -1.5962 1.1149 -0.8560  0.022
77 C -2.6734 3.0530 -0.0547  -1.327
78 I -2.3718 -0.3896 2.1573  0.086
79 H -0.9786 2.6888 -2.6798  0.187
80 H -1.1807 4.0925 -1.8428  0.294
81 H -2.8897 4.1054 -0.1710  0.350
82 H -3.2448 2.4813 0.6623  0.193

Summary:
Net charge: +2
E_LUMO, eV: -5.53
Energy above the lowest of the compared OMol25 structures with the same formula, charge and spin, kcal per mole: 1.4
DFT total energy, hartree: -4314.175672